1.
# C6H11Cl2N2

An isolated ion of composition C6H11Cl2N2 and charge +1 in a non-equilibrium geometry (wB97M-V/def2-TZVPD, the OMol25 dataset).

CARTESIAN COORDINATES (ANGSTROEM)
C: 0.9145 -1.2165 0.2696
C: 1.3017 0.9041 -0.8750
C: -1.1534 0.2811 -0.7604
C: 1.6987 0.0080 0.2285
C: -1.2146 -0.7691 0.2624
C: -1.4528 -0.2144 1.6390
N: 1.2307 -2.3895 0.0476
N: -0.1037 1.3929 -0.7699
Cl: 3.5181 -0.2100 0.1991
Cl: -1.8415 -2.2256 -0.4605
H: 1.9648 1.7591 -1.0073
H: 1.2397 0.4990 -1.9001
H: -0.9841 -0.1006 -1.7725
H: -1.9875 0.9917 -0.8329
H: 1.5072 0.4937 1.2868
H: -0.6102 0.4129 1.7706
H: -1.6368 -0.8854 2.4887
H: -2.3707 0.5139 1.4760
H: 0.5180 -3.0701 -0.1627
H: -0.1346 1.7465 0.1976
H: -0.4035 2.0780 -1.3249

Forces on the atoms, in the same order (eV/Å):
C -2.902 -2.084 -1.442
C -0.346 1.266 -3.379
C -0.582 1.852 -3.179
C 1.121 0.743 3.647
C 4.378 -0.795 0.126
C -3.297 0.667 -1.132
N 0.770 1.463 0.125
N 1.983 -4.164 7.016
Cl -1.197 -0.011 -0.184
Cl -0.216 0.413 0.866
H -0.014 0.064 0.529
H 0.838 -0.838 0.556
H -0.488 -0.506 0.247
H -0.949 -0.890 0.274
H 0.416 -0.378 -2.045
H 0.770 0.643 0.935
H 0.234 0.164 -0.535
H 1.425 -1.347 0.906
H -0.640 -0.335 0.322
H -0.286 0.595 -0.315
H -1.020 3.477 -3.337

Gap between HOMO and LUMO ... 0.32798 Eh
Charge ... +1
F_max ... 8.4 eV/A
DFT total energy ... -1264.737369 Ha
Energy relative to the best compared isomer or geometry (same formula, charge and spin) ... 53.5 kcal per mole

***

2.
# C6H11ClF3O2PdRu

C6H11ClF3O2PdRu as an isolated structure in a non-equilibrium geometry (wB97M-V/def2-TZVPD, the OMol25 dataset).

CARTESIAN COORDINATES (ANGSTROEM)
Ru: 0.4624 -1.1351 -0.7450
Cl: 1.6050 -2.9459 -1.4829
C: 1.3168 0.6833 -1.1663
C: -0.6404 -0.7356 -2.3266
H: 1.2986 0.8972 -2.2434
H: 1.0522 1.5860 -0.5553
H: 2.3350 0.4557 -0.8216
H: -0.2893 0.0425 -3.0169
H: -1.6780 -0.5088 -2.0355
H: -0.6220 -1.7277 -2.7931
Pd: -1.0076 1.2974 -0.2142
C: -1.6702 -0.6513 0.2297
C: -2.3044 2.8382 -0.9878
H: -2.5929 -0.1436 -0.1336
H: -1.8000 -1.6387 -0.2651
H: -1.7308 -0.7551 1.3109
H: -3.2673 2.2944 -1.0839
H: -2.0729 3.4158 -1.9062
F: 1.3127 -0.0391 4.5177
C: 1.9758 -0.5130 3.4330
F: 3.1044 0.2556 3.2948
F: 2.3846 -1.7836 3.6905
C: 1.1176 -0.4206 2.0793
O: 0.4915 0.6470 1.9298
O: 1.2193 -1.4151 1.2915

Forces on the atoms, in the same order (eV/Å):
Ru 2.762 -3.156 1.813
Cl 0.846 -0.904 -0.373
C 1.465 2.605 -0.130
C -3.037 0.963 -3.029
H 0.164 0.237 0.633
H 0.506 0.340 -0.386
H 0.028 0.340 0.081
H -0.192 -0.506 0.007
H -0.151 -0.041 -0.822
H -0.333 0.073 -0.367
Pd 1.884 0.218 -0.179
C -3.977 -0.908 1.677
C -1.015 -0.607 -1.549
H -0.212 -0.196 0.298
H 0.740 0.524 0.157
H 0.320 0.094 0.083
H 0.407 0.374 0.721
H 0.591 -0.054 1.002
F 0.363 -0.523 -0.981
C 0.590 -0.044 -0.070
F -0.984 -0.655 0.034
F -0.538 1.239 -0.169
C 0.402 -0.522 0.090
O -0.200 -0.227 -0.256
O -0.427 1.335 1.716

Gap between HOMO and LUMO (alpha / beta) ... 0.19970 / 0.22164 Eh
F_max ... 4.6 eV/A
DFT total energy ... -1367.761462 Ha
Energy relative to the best compared isomer or geometry (same formula, charge and spin) ... 0.0 kcal per mole
⟨S²⟩ ... 24.771
Multiplicity ... 10

***

3.
# C6H11ClFI

C6H11ClFI as an isolated structure in a non-equilibrium geometry (wB97M-V/def2-TZVPD, the OMol25 dataset).

CARTESIAN COORDINATES (ANGSTROEM)
C: -2.3638 0.7745 1.7730
C: 2.4889 -0.1755 -0.3910
C: 0.7161 0.0863 -2.0950
C: -1.5361 0.4698 0.4748
C: 1.1942 -0.6274 -0.9196
C: -0.4194 -0.3811 1.0315
F: 0.2880 0.3273 1.9682
Cl: -0.6756 -2.0472 1.5089
I: 1.1096 -2.7364 -1.1010
H: -2.8840 -0.1253 2.0969
H: -3.0252 1.6057 1.6600
H: -1.5804 1.1601 2.6948
H: 2.4902 0.9336 -0.3893
H: 3.2972 -0.5660 -0.9657
H: 2.5431 -0.6908 0.5228
H: 1.1649 -0.2875 -3.0107
H: 0.8144 1.2066 -2.0379
H: -0.4080 -0.0820 -2.3658
H: -2.1043 -0.0696 -0.2853
H: -1.1097 1.2248 -0.1697

Forces on the atoms, in the same order (eV/Å):
C 2.586 1.594 1.513
C -0.729 0.715 -0.202
C -3.303 1.074 -1.620
C -0.295 -1.514 1.280
C -1.494 -0.721 1.319
C 2.128 0.049 -2.182
F -0.048 -0.905 -0.618
Cl -0.334 1.219 0.305
I 0.207 0.107 -0.476
H 0.033 0.147 0.019
H -0.715 0.348 -0.190
H -2.337 -1.289 -2.679
H 0.296 -0.668 0.515
H 0.776 -0.037 -0.803
H 0.680 0.173 1.847
H 0.596 0.171 -0.155
H 0.250 -1.066 0.091
H 1.667 0.135 0.846
H -0.222 -0.535 0.453
H 0.255 1.004 0.736

Gap between HOMO and LUMO (alpha / beta) ... 0.30161 / 0.30140 Eh
F_max ... 3.8 eV/A
DFT total energy ... -1092.822297 Ha
Energy relative to the best compared isomer or geometry (same formula, charge and spin) ... 68.3 kcal per mole

***

4.
# C6H11EuN5P

C6H11EuN5P as an isolated structure in a non-equilibrium geometry (wB97M-V/def2-TZVPD, the OMol25 dataset).

CARTESIAN COORDINATES (ANGSTROEM)
C: -0.3914 0.2580 -2.3858
C: -1.2065 1.3043 -1.8400
C: -0.3226 2.2513 -1.1991
C: 1.0312 1.7986 -1.4011
C: 0.9805 0.5716 -2.1262
Eu: -0.2662 0.0850 0.2800
P: -0.0619 -2.7661 0.3732
H: -0.7512 -0.6516 -2.8685
H: -2.2962 1.2563 -1.7161
H: -0.6252 3.0376 -0.5081
H: 1.8382 -0.0325 -2.4369
H: 1.9301 2.2598 -0.9848
H: 1.1276 -3.4065 -0.0451
H: -1.2133 -3.3760 -0.1912
H: -0.1541 -2.9570 1.7944
N: 1.5064 3.2185 4.6107
N: 1.1385 2.0818 3.9378
N: 1.0216 0.8981 4.5679
C: 0.7042 0.1088 3.5303
N: 0.6595 0.7828 2.3682
N: 0.9344 2.0854 2.6404
H: 1.5272 4.0229 3.9794
H: 1.6221 3.0546 5.5833
H: 0.4830 -0.9322 3.5500

Forces on the atoms, in the same order (eV/Å):
C 0.154 0.608 0.186
C 0.636 -0.130 0.504
C 0.376 -0.997 -0.471
C -0.921 -0.227 0.120
C -0.459 0.218 0.109
Eu -0.119 -0.209 0.045
P -0.100 1.199 0.312
H 0.089 0.393 -0.001
H 0.552 0.245 -0.364
H 0.049 0.082 -0.484
H -0.365 0.313 0.146
H -0.358 -0.111 -0.283
H -0.290 -0.547 0.175
H 0.370 -0.571 0.303
H 0.012 -0.599 -0.918
N -0.353 -0.683 -1.926
N 0.074 -0.687 0.236
N -0.196 0.823 -1.335
C 0.092 1.325 -0.078
N 0.545 0.923 0.596
N -0.091 -1.202 1.095
H 0.102 -0.333 1.171
H 0.102 0.585 0.454
H 0.098 -0.418 0.409

Gap between HOMO and LUMO (alpha / beta) ... 0.15968 / 0.16765 Eh
F_max ... 2.1 eV/A
DFT total energy ... -1560.379482 Ha
Energy relative to the best compared isomer or geometry (same formula, charge and spin) ... 0.0 kcal per mole
⟨S²⟩ ... 12.498
Multiplicity ... 7

***

5.
# C6H11F

C6H11F in the gas phase in a non-equilibrium geometry (wB97M-V/def2-TZVPD, the OMol25 dataset).

CARTESIAN COORDINATES (ANGSTROEM)
C: -0.0204 1.7882 0.7834
C: -0.7022 0.5494 0.3012
C: -0.7026 -0.7049 1.1647
C: -0.5708 -1.5698 -0.1635
C: -0.0698 -0.2977 -0.8807
C: 1.4048 -0.2835 -1.0984
F: -0.6676 -0.0181 -2.1129
H: 0.0029 2.5770 0.0016
H: 1.0270 1.6036 1.1070
H: -0.5667 2.2610 1.6114
H: -1.7105 0.7702 -0.0490
H: 0.1988 -0.7427 1.7308
H: -1.5728 -0.8899 1.8318
H: -1.5272 -1.8736 -0.5791
H: 0.1063 -2.4360 -0.1373
H: 1.6651 -0.9008 -1.9351
H: 1.6851 0.7516 -1.3389
H: 2.0207 -0.5840 -0.2370

Forces on the atoms, in the same order (eV/Å):
C 0.543 1.131 -0.009
C 0.337 -0.283 -1.219
C -1.087 -0.857 -0.812
C -0.012 0.227 0.559
C -0.653 -0.247 1.193
C 0.670 1.381 0.481
F -0.029 -0.148 0.104
H 0.098 -0.524 0.245
H -0.616 0.059 -0.134
H 0.165 -0.299 0.014
H -0.118 0.030 0.068
H 0.729 -0.207 0.567
H 0.579 0.117 -0.505
H -0.188 -0.014 0.145
H -0.175 0.308 -0.062
H 0.064 -0.449 -0.455
H 0.184 -0.217 -0.072
H -0.491 -0.007 -0.107

Gap between HOMO and LUMO ... 0.42337 Eh
Structure (SMILES) ... C[C@@H]1CC[C@@]1(C)F
F_max ... 1.6 eV/A
DFT total energy ... -335.060903 Ha
Energy relative to the best compared isomer or geometry (same formula, charge and spin) ... 0.0 kcal per mole